36
Properties=species:S:1:pos:R:3:forces:R:3:nbo_charge:R:1 method="wB97M-V/def2-TZVPD" gap_ev=4.32 total_charge=-2 mol_weight_da=412.09 e_lumo_ev=4.8
C 2.01801 -2.70131 1.84982 -0.61 -0.09 -0.53 -0.382
C 2.13601 -2.46510 0.45032 -0.82 -0.29 0.35 -0.348
C 0.82284 -2.43948 -0.10449 0.31 -0.49 0.69 -0.375
H 3.05504 -2.28766 -0.09828 -0.11 0.04 0.12 0.185
C -0.10681 -2.68623 0.94569 0.94 -0.29 0.20 -0.362
C 0.62977 -2.84023 2.15843 0.19 -0.15 -0.92 -0.373
H 0.20201 -3.03406 3.13974 0.07 0.07 -0.06 0.163
H 2.84050 -2.75098 2.55797 -0.07 0.05 -0.03 0.165
H 0.57017 -2.26155 -1.14737 0.05 0.00 0.18 0.177
H -1.18554 -2.74537 0.82870 0.14 0.06 0.05 0.162
Zn 1.09619 0.79628 -0.74591 -0.61 -0.95 1.51 1.668
Cl 3.07326 0.65554 0.10517 0.92 0.42 0.71 -0.819
C 0.98793 2.30566 -2.37004 -0.11 -0.37 -1.06 -0.480
C -0.19417 1.48735 -2.38328 0.53 -0.17 -1.34 -0.399
C 0.19556 0.15144 -2.71809 -0.07 0.87 -0.98 -0.406
H -1.21348 1.84477 -2.31544 0.37 -0.20 0.39 0.227
C 1.60076 0.15019 -2.97816 -0.17 0.98 -0.59 -0.386
C 2.08412 1.48288 -2.79193 -0.55 -0.20 -0.82 -0.358
H 3.09875 1.82800 -2.98341 -0.24 -0.21 0.43 0.209
H 1.00286 3.38363 -2.22031 0.07 -0.32 0.10 0.213
H -0.49817 -0.67437 -2.85751 0.31 0.14 0.31 0.225
H 2.17608 -0.68925 -3.36461 -0.09 0.17 0.46 0.215
C -2.62202 -0.20837 1.22202 -0.42 -0.12 0.22 -0.650
C -1.47464 0.74131 0.92298 1.34 0.35 -0.43 0.142
O -0.60911 0.17839 0.04578 -0.59 0.89 0.71 -0.941
C -2.06953 2.08566 0.31960 0.48 -0.62 -0.12 0.947
F -2.91945 2.72064 1.17014 0.10 0.14 -0.37 -0.352
F -1.11142 2.98870 -0.04654 -0.95 -0.51 0.40 -0.334
F -2.78831 1.79051 -0.81016 0.19 0.46 0.84 -0.348
C -0.71449 1.07866 2.27294 0.34 -1.23 -0.32 0.945
F -1.55165 1.54229 3.24470 0.26 0.17 0.00 -0.360
F -0.14370 -0.05904 2.75911 -0.62 1.39 -0.34 -0.307
F 0.28086 1.98698 2.11095 -0.64 -0.30 0.18 -0.331
H -3.05091 -0.54387 0.27200 0.11 0.16 0.14 0.222
H -3.38993 0.28311 1.82900 -0.04 -0.18 0.00 0.190
H -2.22738 -1.09513 1.73049 0.00 0.32 -0.06 0.256